(1)
A single C4H10N2O molecule at a distorted geometry, computed with ωB97M-V with the def2-TZVPD basis set.

The lowest unoccupied orbital energy is 0.815 eV. The calculation puts the HOMO energy at -7.5 eV. Its total charge is 0. The value obtained for the energy above the lowest of the compared OMol25 structures with the same formula, charge and spin is 79.1 kcal per mole.

Atoms and positions in Å:
C (-1.35724, -1.28930, 0.58363)
N (-0.55108, -0.22633, -0.00319)
C (-1.30085, 0.99510, -0.27494)
C (0.74905, 0.08292, 0.95007)
O (0.54002, 0.11012, 2.13772)
C (1.81080, -0.05942, 0.07723)
N (1.75317, 0.49716, -1.26224)
H (-1.59393, -1.02597, 1.61630)
H (-2.27344, -1.43488, 0.01078)
H (-0.78188, -2.21597, 0.57918)
H (0.24917, -0.58005, -0.73695)
H (-0.64660, 1.73290, -0.73097)
H (-2.15119, 0.79142, -0.93005)
H (-1.67576, 1.40439, 0.66593)
H (2.79387, -0.12936, 0.53497)
H (2.15395, 1.43044, -1.31182)
H (2.28194, -0.08316, -1.90566)

***

(2)
A single C4H10N2O molecule at a distorted geometry, computed with ωB97M-V with the def2-TZVPD basis set.

The lowest unoccupied orbital energy is 0.881 eV. The calculation puts the HOMO energy at -9.2 eV. Its total charge is 0. The value obtained for the energy above the lowest of the compared OMol25 structures with the same formula, charge and spin is 38.6 kcal per mole.

Atoms and positions in Å:
C (-0.01000, 0.05852, 2.00656)
N (0.78264, -0.16560, 0.84480)
C (1.27242, 1.05940, 0.29255)
O (1.06448, 2.14983, 0.72419)
C (0.27063, -1.07180, -0.18836)
C (-0.86224, -0.51349, -1.01363)
N (-0.51826, 0.65024, -1.83619)
H (-1.04057, 0.45593, 1.86809)
H (0.40838, 0.83234, 2.64280)
H (-0.17771, -0.88958, 2.52834)
H (1.96342, 0.84237, -0.53713)
H (1.13235, -1.37670, -0.77648)
H (-0.13605, -1.90318, 0.39128)
H (-1.37657, -1.24916, -1.65176)
H (-1.71897, -0.22781, -0.38979)
H (0.24228, 0.45552, -2.46525)
H (-1.29623, 0.89318, -2.44002)

***

(3)
A single C4H10N2O molecule at a distorted geometry, computed with ωB97M-V with the def2-TZVPD basis set.

The lowest unoccupied orbital energy (spin up / spin down) is 0.523 / 0.524 eV. The calculation puts the HOMO energy (spin up / spin down) at -7.0 / -6.8 eV. Its total charge is 0. The value obtained for the energy above the lowest of the compared OMol25 structures with the same formula, charge and spin is 123.9 kcal per mole.

Atoms and positions in Å:
C (-0.98135, -1.28337, 0.17852)
C (1.64338, -1.32117, -0.68576)
C (-0.05964, 2.43931, -0.19208)
N (0.82640, -0.13952, -0.70036)
C (-0.47939, 1.23866, 0.58790)
O (-2.08209, -1.09158, 0.95244)
N (0.05309, 0.06751, 0.37758)
H (-1.82261, -1.03469, 1.88188)
H (-1.29539, -1.36050, -0.85800)
H (-0.34241, -2.10668, 0.49573)
H (-1.28108, 1.29606, 1.30155)
H (1.70196, -1.85884, 0.27372)
H (2.66634, -1.02685, -0.93336)
H (1.30089, -2.02947, -1.45553)
H (-0.32974, 3.35656, 0.33254)
H (1.01763, 2.40299, -0.37681)
H (-0.53601, 2.45157, -1.17995)

***

(4)
A gas-phase ion, C4H10N2O (charge +1) at a distorted geometry, computed with ωB97M-V with the def2-TZVPD basis set.

As for the multiplicity: 2. The lowest unoccupied orbital energy (spin up / spin down) is -3.569 / -8.901 eV. The calculation puts the HOMO energy (spin up / spin down) at -15.7 / -15.0 eV. Its total charge is +1. The value obtained for the energy above the lowest of the compared OMol25 structures with the same formula, charge and spin is 49.2 kcal per mole.

Atoms and positions in Å:
O (1.82709, 0.75256, 1.50116)
C (0.96776, 0.58849, 0.63410)
N (1.09537, -0.60179, -0.07470)
C (0.04707, -1.28683, -0.82299)
N (0.32975, -1.84010, -2.08321)
C (-0.12788, 1.51351, 0.44925)
C (-1.30386, 1.23178, 1.34406)
H (1.98709, -1.08266, 0.03833)
H (-0.42546, -1.90785, -0.12991)
H (-0.95095, -0.57236, -0.79120)
H (1.23355, -1.55543, -2.41021)
H (0.43109, -2.81438, -1.99124)
H (-0.40549, 1.46903, -0.59107)
H (0.20808, 2.65000, 0.46120)
H (-1.07706, 1.37603, 2.35737)
H (-2.06543, 1.93426, 0.99393)
H (-1.77071, 0.14572, 1.11512)

***

(5)
2 unconnected molecules or ions with the total composition C4H10N2O2 at a distorted geometry, computed with ωB97M-V with the def2-TZVPD basis set.

The lowest unoccupied orbital energy is 0.706 eV. The calculation puts the HOMO energy at -7.7 eV. Its total charge is 0. The value obtained for the energy above the lowest of the compared OMol25 structures with the same formula, charge and spin is 49.3 kcal per mole.

Atoms and positions in Å:
C (-1.30808, 1.89553, -0.82254)
C (-0.22982, 1.62486, -1.83426)
O (0.95560, 1.90945, -1.68975)
O (-0.66068, 0.91807, -2.93012)
H (-2.21771, 2.15790, -1.41071)
H (-0.90547, 2.62334, -0.16750)
H (-1.44891, 0.93086, -0.32268)
H (0.18520, 0.62378, -3.32791)
N (1.43006, -0.43059, 2.69883)
C (0.46595, -0.73940, 1.73571)
C (0.49707, -1.77382, 0.88598)
N (-0.60882, -2.15565, 0.05039)
H (1.79714, 0.51321, 2.74157)
H (2.20907, -1.06185, 2.85956)
H (-0.30257, 0.03335, 1.66343)
H (1.38466, -2.42379, 0.83571)
H (-0.57094, -3.13372, -0.23122)
H (-0.67176, -1.51152, -0.73450)

***

(6)
A single C4H10N2O2 molecule at a distorted geometry, computed with ωB97M-V with the def2-TZVPD basis set.

The lowest unoccupied orbital energy is 0.506 eV. The calculation puts the HOMO energy at -9.5 eV. Its total charge is 0. The value obtained for the energy above the lowest of the compared OMol25 structures with the same formula, charge and spin is 51.2 kcal per mole.

Atoms and positions in Å:
C (-2.41038, -0.17003, -1.04100)
C (-0.83557, -0.16031, -0.84031)
N (-0.29721, -1.42510, -1.55118)
C (-0.50135, -0.18801, 0.64394)
O (-1.33354, -0.36218, 1.53653)
N (0.85341, -0.04846, 0.91611)
C (2.03854, 0.44222, 0.19854)
O (2.07475, 1.87195, 0.45123)
H (-2.64813, -1.25659, -1.29552)
H (-2.98469, 0.17309, -0.13368)
H (-2.66445, 0.49612, -1.86572)
H (-0.25362, 0.65182, -1.31752)
H (-0.53612, -2.20552, -0.97787)
H (0.69353, -1.30240, -1.42432)
H (1.09482, -0.29891, 1.88897)
H (2.79638, -0.12920, 0.63364)
H (1.98529, 0.35247, -0.84168)
H (2.94646, 2.21265, 0.11006)

***

(7)
A single C4H10N2O2 molecule at a distorted geometry, computed with ωB97M-V with the def2-TZVPD basis set.

The lowest unoccupied orbital energy is 0.662 eV. The calculation puts the HOMO energy at -9.4 eV. Its total charge is 0. The value obtained for the energy above the lowest of the compared OMol25 structures with the same formula, charge and spin is 61.1 kcal per mole.

Atoms and positions in Å:
N (-1.56680, 1.59113, -0.98982)
C (-1.21378, 0.94997, 0.22602)
O (-1.66677, 1.31404, 1.35362)
C (-0.44520, -0.44396, 0.15457)
N (-1.34299, -1.38002, 0.99016)
C (0.92578, -0.21318, 0.77049)
C (1.85793, 0.09640, -0.46422)
O (1.88673, -0.93444, -1.51852)
H (-1.55262, 1.10535, -1.78365)
H (-1.99993, 2.46351, -0.92697)
H (-0.27482, -0.94238, -0.81759)
H (-0.89521, -2.22697, 1.14233)
H (-1.51147, -0.90257, 1.86585)
H (1.01765, 0.55314, 1.51258)
H (1.27684, -1.02052, 1.42537)
H (2.94774, 0.02110, -0.18308)
H (1.60847, 1.01681, -0.87959)
H (0.94845, -1.04740, -1.87753)

***

(8)
2 unconnected molecules or ions with the total composition C4H10N2O2 at a distorted geometry, computed with ωB97M-V with the def2-TZVPD basis set.

The lowest unoccupied orbital energy is 0.718 eV. The calculation puts the HOMO energy at -9.8 eV. Its total charge is 0. The value obtained for the energy above the lowest of the compared OMol25 structures with the same formula, charge and spin is 53.2 kcal per mole.

Atoms and positions in Å:
C (1.74658, -1.28418, 0.65609)
C (2.07562, -2.75584, 0.20880)
N (0.84148, -3.38335, -0.12941)
O (3.13550, -3.12616, 0.07377)
H (1.91242, -0.49844, 0.03098)
H (2.52469, -1.24963, 1.48534)
H (0.63931, -1.17537, 0.96968)
H (0.88414, -4.41957, -0.29340)
H (-0.18115, -3.08266, -0.16898)
C (-1.94355, 2.44632, 0.67743)
C (-1.47099, 1.77619, -0.52455)
N (-0.94112, 2.65888, -1.44219)
O (-1.41030, 0.58025, -0.58378)
H (-2.20481, 1.61140, 1.24551)
H (-2.93933, 2.81580, 0.34007)
H (-1.39027, 3.16113, 1.18224)
H (-0.39930, 2.31229, -2.30347)
H (-0.87891, 3.61293, -1.42412)

***

(9)
2 unconnected molecules or ions with the total composition C4H10N2O2 at a distorted geometry, computed with ωB97M-V with the def2-TZVPD basis set.

The lowest unoccupied orbital energy is -0.521 eV. The calculation puts the HOMO energy at -9.1 eV. Its total charge is 0. The value obtained for the energy above the lowest of the compared OMol25 structures with the same formula, charge and spin is 75.5 kcal per mole.

Atoms and positions in Å:
C (-0.78018, 0.42396, -2.06493)
N (-0.40005, -0.57908, -1.34751)
C (0.90150, -0.54996, -0.86764)
C (1.31215, -1.78910, -0.11908)
O (1.69457, 0.36856, -1.06104)
H (-1.81645, 0.46041, -2.42531)
H (-0.21667, 1.36568, -2.14588)
H (2.22866, -2.19683, -0.54998)
H (1.48215, -1.54180, 0.93129)
H (0.54768, -2.56969, -0.16611)
N (-1.65517, 0.16889, 1.26684)
C (-0.34442, 1.03348, 1.57006)
O (-0.15828, 1.99551, 0.59063)
H (-1.92310, 0.31432, 0.29571)
H (-1.62816, -0.82281, 1.48382)
H (0.53411, 0.40236, 1.71277)
H (-0.56975, 1.50110, 2.52800)
H (0.79142, 2.01500, 0.36836)

***

(10)
A single C4H10N2O2 molecule at a distorted geometry, computed with ωB97M-V with the def2-TZVPD basis set.

The lowest unoccupied orbital energy is 0.719 eV. The calculation puts the HOMO energy at -9.1 eV. Its total charge is 0. The value obtained for the energy above the lowest of the compared OMol25 structures with the same formula, charge and spin is 56.9 kcal per mole.

Atoms and positions in Å:
C (-2.46684, -0.29199, 0.44296)
N (-1.44331, -0.78156, -0.09356)
C (-0.61685, 0.03304, -0.91642)
C (0.62650, 0.51254, -0.09750)
N (1.58509, 1.03905, -1.04261)
O (0.26067, 1.56599, 0.75936)
C (1.18942, -0.66529, 0.75356)
O (1.27467, -1.87326, 0.04957)
H (-2.82259, 0.73556, 0.26494)
H (-3.05669, -0.90783, 1.10790)
H (-0.26443, -0.55553, -1.76382)
H (-1.10617, 0.95085, -1.28090)
H (2.28600, 0.33759, -1.25151)
H (2.03917, 1.85594, -0.64658)
H (-0.61063, 1.39151, 1.11988)
H (2.20179, -0.41197, 1.07936)
H (0.55385, -0.76844, 1.64360)
H (0.37036, -2.16620, -0.12824)

***

(11)
A single C4H10N2O2 molecule at a distorted geometry, computed with ωB97M-V with the def2-TZVPD basis set.

The lowest unoccupied orbital energy is 0.746 eV. The calculation puts the HOMO energy at -9.0 eV. Its total charge is 0. The value obtained for the energy above the lowest of the compared OMol25 structures with the same formula, charge and spin is 35.4 kcal per mole.

Atoms and positions in Å:
C (-1.43402, -1.35144, 0.16334)
C (-0.21321, -0.55471, -0.30885)
N (0.00241, 0.61440, 0.53551)
C (0.04194, 1.92455, -0.00722)
O (-1.22053, 2.48309, -0.36090)
C (1.05738, -1.42994, -0.21205)
N (2.22055, -0.79777, -0.52271)
O (0.99571, -2.60969, 0.05951)
H (-2.34542, -0.98028, -0.29634)
H (-1.31671, -2.37797, -0.03126)
H (-1.58552, -1.31430, 1.24747)
H (-0.47720, -0.32667, -1.32044)
H (-0.27866, 0.51345, 1.49448)
H (0.54364, 2.55332, 0.71557)
H (0.54579, 1.93875, -0.97311)
H (-1.81047, 2.70034, 0.35846)
H (2.19003, 0.19845, -0.36832)
H (3.08429, -1.18356, -0.17317)

***

(12)
A molecular structure, C4H10N2O2 at a distorted geometry, computed with ωB97M-V with the def2-TZVPD basis set.

The lowest unoccupied orbital energy is 0.701 eV. The calculation puts the HOMO energy at -8.0 eV. Its total charge is 0. The value obtained for the energy above the lowest of the compared OMol25 structures with the same formula, charge and spin is 103.8 kcal per mole.

Atoms and positions in Å:
C (1.92058, -0.12284, 0.21265)
C (-0.73512, -1.13311, -0.83475)
C (-0.58735, -2.25135, 0.13461)
C (-0.00574, 1.60566, 0.19985)
N (-0.44050, 2.90922, 0.32009)
O (1.24826, 1.44889, 0.40991)
O (1.55727, -0.65653, -0.87484)
N (-0.85830, 0.60890, 0.10576)
H (-1.37693, 3.14612, 0.04036)
H (0.28195, 3.60858, 0.37758)
H (1.52216, -0.54531, 1.15400)
H (2.96861, 0.19672, 0.29722)
H (-1.82667, 0.90876, 0.08933)
H (-1.76653, -0.89775, -1.05946)
H (-0.18492, -1.17388, -1.76183)
H (0.42619, -2.63371, 0.21521)
H (-0.89965, -1.94168, 1.13534)
H (-1.24333, -3.07669, -0.16102)

***

Question: total charge of number 12 (C4H10N2O2)?
Answer: 0